[1]
A 2-piece molecular cluster, C36H33FN overall at a distorted geometry. Source: the Open Molecules 2025 dataset; level of theory: ωB97M-V with the def2-TZVPD basis set.

Positions of all 71 atoms, in Å:
C: -2.31056 -5.35192 2.61222
C: -2.56750 -4.15770 3.29100
C: -2.07806 -2.94722 2.79121
C: -1.41039 -2.92678 1.55797
C: -0.91276 -1.61749 0.92375
C: -1.42924 -0.41628 1.71018
C: -0.56352 0.42706 2.39764
C: -1.08555 1.58152 2.99284
C: -2.40500 1.96454 2.75791
C: -3.28243 1.08662 2.11370
C: -2.80985 -0.14884 1.67998
C: 0.60781 -1.62212 0.73292
C: 1.42284 -2.46210 1.50566
C: 2.80667 -2.45796 1.31403
C: 3.38813 -1.59675 0.38033
C: 2.57790 -0.73755 -0.37293
C: 1.18682 -0.77060 -0.21282
C: -1.49472 -1.44698 -0.49370
C: -2.81059 -2.17650 -0.88140
C: -3.23404 -1.36751 -2.10741
C: -2.62528 0.04106 -1.93908
N: -1.70034 -0.09243 -0.86463
C: -1.12926 -4.12698 0.88702
C: -1.57965 -5.33647 1.41714
H: -2.68569 -6.29680 3.01543
H: -3.14023 -4.14393 4.21448
H: -2.21464 -2.02281 3.37153
H: 0.50001 0.17727 2.47164
H: -0.43208 2.18164 3.61636
H: -2.76893 2.92545 3.11046
H: -4.33375 1.34382 1.94856
H: -3.51153 -0.90019 1.31070
H: 0.96773 -3.11589 2.25878
H: 3.41343 -3.12353 1.92449
H: 4.47118 -1.58785 0.24861
H: 3.01321 -0.03190 -1.08090
H: 0.55485 -0.13947 -0.84899
H: -0.79259 -1.86525 -1.24791
H: -2.65436 -3.24041 -1.10234
H: -3.54641 -2.12898 -0.07104
H: -2.80059 -1.87801 -2.98086
H: -4.31462 -1.33711 -2.22431
H: -2.08558 0.34410 -2.84988
H: -3.42638 0.76594 -1.74419
H: -1.26426 0.70284 -0.42802
H: -0.53796 -4.10569 -0.03854
H: -1.35237 -6.26110 0.89018
F: 5.98933 4.58305 0.28769
C: 4.66402 4.56481 0.65671
C: 4.29154 3.88479 1.80506
C: 2.94628 3.77652 2.09540
C: 1.92271 4.30252 1.23714
C: 0.54405 4.11473 1.59254
C: -0.45271 5.14194 1.55018
C: -1.31438 5.33773 2.67304
C: -2.33521 6.27389 2.66265
C: -2.51246 7.12591 1.56498
C: -1.66122 6.98288 0.45834
C: -0.65876 6.02325 0.44725
C: 2.39556 5.06001 0.12779
C: 3.73655 5.15299 -0.20308
H: 5.05068 3.41722 2.43101
H: 2.64251 3.31850 3.03318
H: 0.40462 3.35622 2.36238
H: -1.13555 4.74185 3.58035
H: -3.02122 6.34372 3.50568
H: -3.35764 7.81478 1.52699
H: -1.79232 7.62258 -0.40752
H: -0.03024 5.92094 -0.44290
H: 1.69009 5.59201 -0.48967
H: 4.05574 5.64149 -1.10912

LUMO energy: -0.2260 hartree
gap between HOMO and LUMO: 3.6 eV
relative energy (zero: lowest compared OMol25 entry of this formula, charge and spin): 0.0000 eV
DFT total energy: -42066.396 eV
total charge: +1
2S+1: 1
largest force on an atom: 3.3 eV Å⁻¹

Here are the Löwdin charges for atoms 1 to 8, given in e: -0.08 -0.07 -0.02 -0.18 -0.25 -0.19 -0.01 -0.11



[2]
C36H34B2ClF4N7O6P2Se2Ti as an isolated structure at a distorted geometry. Source: the Open Molecules 2025 dataset; level of theory: ωB97M-V with the def2-TZVPD basis set.

Positions of all 95 atoms, in Å:
Ti: 0.10477 -2.13198 1.70565
C: -0.49072 -0.54624 5.79837
C: 0.00054 -1.20533 4.55755
N: -0.78990 -1.46759 3.58256
O: -2.03966 -0.99487 3.76675
B: -3.18974 -1.61924 3.04306
F: -3.40913 -2.90371 3.53975
F: -4.25179 -0.77761 3.19497
O: -2.90348 -1.71582 1.56339
N: -1.95137 -2.65869 1.36868
C: -2.31199 -3.84609 1.05545
C: -3.71098 -4.28384 0.83253
C: -1.15988 -4.77656 0.97260
N: -0.05725 -4.18702 1.23783
O: 1.07783 -4.90155 1.34705
B: 1.65614 -4.65059 2.71014
F: 1.13874 -5.53176 3.62043
F: 3.01066 -4.61678 2.63823
O: 1.08551 -3.23328 3.10537
N: 2.00643 -2.38874 3.74265
C: 1.45709 -1.42753 4.38021
C: 2.38857 -0.43170 4.99564
C: -1.25688 -6.23482 0.71168
H: -1.47008 -0.93900 6.05846
H: -0.61204 0.52345 5.60274
H: 0.20503 -0.68234 6.62157
H: -4.37312 -3.42419 0.83898
H: -4.01282 -4.95945 1.63493
H: -3.79165 -4.81549 -0.11709
H: 3.40897 -0.66626 4.70581
H: 2.31066 -0.43156 6.08250
H: 2.13282 0.56578 4.63184
H: -2.28972 -6.57071 0.71228
H: -0.68588 -6.77254 1.46853
H: -0.80437 -6.46282 -0.25542
Se: 1.13995 5.11039 1.28884
P: 0.44265 3.71846 -0.10550
C: 1.51728 3.61028 -1.56666
C: 2.88450 3.82009 -1.39775
C: 3.73424 3.76262 -2.48951
C: 3.22703 3.50238 -3.75662
C: 1.86663 3.30298 -3.93124
C: 1.01333 3.36029 -2.83777
C: -1.21255 4.11150 -0.73007
C: -2.34023 3.49299 -0.20338
C: -3.60644 3.93001 -0.56923
C: -3.74937 4.97757 -1.46410
C: -2.62388 5.60212 -1.98919
C: -1.36059 5.17976 -1.61555
C: 0.28594 2.03574 0.58516
C: 0.02857 0.74400 0.11862
N: -0.05110 -0.03675 1.22381
N: 0.16200 0.72322 2.29258
N: 0.36160 1.95506 1.93241
P: -0.12408 -0.10124 -1.44604
Se: -0.41415 -2.19434 -1.00205
C: -1.55697 0.53111 -2.32919
C: -1.47763 1.20963 -3.53964
C: -2.64036 1.64936 -4.15718
C: -3.87331 1.39717 -3.57600
C: -3.95321 0.70491 -2.37394
C: -2.79955 0.27048 -1.74800
C: 1.38461 0.09781 -2.39437
C: 1.44207 -0.42185 -3.68743
C: 2.64821 -0.44784 -4.36427
C: 3.80144 0.01791 -3.74508
C: 3.74761 0.51494 -2.45286
C: 2.54050 0.55746 -1.77314
H: 3.26517 4.05326 -0.41077
H: 4.79498 3.93023 -2.35336
H: 3.89313 3.46313 -4.60922
H: 1.46685 3.11161 -4.91952
H: -0.05122 3.23164 -2.97638
H: -2.23709 2.68275 0.50811
H: -4.47994 3.45002 -0.14722
H: -4.73758 5.31812 -1.74607
H: -2.73274 6.43061 -2.67706
H: -0.48456 5.69126 -1.99590
H: -0.51634 1.39667 -3.99910
H: -2.58028 2.18537 -5.09524
H: -4.77746 1.74007 -4.06218
H: -4.91579 0.50732 -1.92092
H: -2.85886 -0.27501 -0.81124
H: 0.55420 -0.83278 -4.15390
H: 2.69378 -0.85194 -5.36690
H: 4.74660 -0.01847 -4.27129
H: 4.64515 0.86793 -1.96223
H: 2.50914 0.93281 -0.75847
Cl: 3.91136 0.06842 1.51259
C: 4.11493 -1.67266 1.15638
C: 2.92347 -2.19040 0.37931
O: 3.01560 -2.74824 -0.67683
O: 1.77913 -1.99070 1.02702
H: 5.01802 -1.80398 0.57170
H: 4.17434 -2.19880 2.10738

LUMO energy: -0.0659 hartree
gap between HOMO and LUMO: 6.1 eV
relative energy (zero: lowest compared OMol25 entry of this formula, charge and spin): 0.6701 eV
DFT total energy: -257739.923 eV
2S+1: 1
largest force on an atom: 1.1 eV Å⁻¹

Here are the Löwdin charges for atoms 1 to 8, given in e: 1.04 0.02 -0.23 -0.01 0.07 -1.09 0.16 0.19



[3]
C36H34Br2F3N6O7PS2SeSiTi as an isolated structure at a distorted geometry. Source: the Open Molecules 2025 dataset; level of theory: ωB97M-V with the def2-TZVPD basis set.

Positions of all 94 atoms, in Å:
Ti: -1.39176 0.09728 0.97231
Br: -4.48249 -3.17781 0.91340
C: -3.86258 -2.72185 -0.81848
C: -4.34663 -3.46097 -1.91306
C: -3.91651 -3.16310 -3.16564
Br: -4.55585 -4.21506 -4.60713
C: -3.01343 -2.09534 -3.39884
C: -2.52545 -1.72191 -4.67308
C: -1.68259 -0.65845 -4.78879
C: -1.33032 0.06028 -3.62853
N: -1.74365 -0.26366 -2.43084
C: -2.56326 -1.33706 -2.29386
C: -2.96578 -1.68980 -0.96738
O: -2.47346 -1.03612 0.08386
H: -5.05150 -4.26237 -1.74586
H: -2.82999 -2.28304 -5.54520
H: -1.29479 -0.35846 -5.75370
H: -0.68927 0.93659 -3.69910
Se: -0.08327 2.74772 4.84480
C: -0.32308 1.77575 3.38908
N: -0.47676 1.03881 2.49408
F: -4.04942 2.99950 3.79921
C: -3.98052 2.08064 2.85426
F: -3.32659 1.00524 3.35017
F: -5.20599 1.68429 2.51812
S: -3.12263 2.73443 1.34322
O: -1.98372 3.48070 1.76244
O: -4.16038 3.39201 0.62106
O: -2.75733 1.38639 0.70913
O: -0.16539 0.65423 -0.11922
Si: 0.59035 1.97671 -0.80986
C: 1.49358 2.90087 0.52719
C: 1.22396 4.22736 0.86778
C: 1.93630 4.86195 1.88042
C: 2.92399 4.17517 2.56992
C: 3.19689 2.84847 2.25362
C: 2.48665 2.22018 1.24271
C: 1.87128 1.23340 -1.94444
C: 1.81767 -0.12282 -2.28078
C: 2.78344 -0.69974 -3.09765
C: 3.82293 0.07545 -3.59238
C: 3.89809 1.42543 -3.26494
C: 2.93144 1.99615 -2.44810
C: -0.49752 3.16213 -1.74801
C: 0.11565 4.29245 -2.30390
C: -0.62385 5.25246 -2.97684
C: -2.00177 5.10815 -3.10061
C: -2.62677 3.99231 -2.56659
C: -1.87917 3.02524 -1.90473
H: 0.44135 4.77097 0.35065
H: 1.70781 5.88953 2.13786
H: 3.47318 4.66722 3.36388
H: 3.96180 2.30488 2.79565
H: 2.70630 1.18291 1.00285
H: 1.01053 -0.73334 -1.89492
H: 2.71859 -1.75515 -3.33715
H: 4.58124 -0.37032 -4.22568
H: 4.71408 2.03083 -3.64149
H: 3.01795 3.04597 -2.18302
H: 1.18865 4.43021 -2.20909
H: -0.12725 6.11780 -3.39872
H: -2.58363 5.86568 -3.61182
H: -3.70023 3.87258 -2.65368
H: -2.38014 2.14535 -1.52240
C: 4.71980 -3.99176 -1.99333
C: 3.76978 -3.97324 -0.83106
C: 4.12130 -4.44573 0.42470
C: 3.14722 -4.41006 1.40202
N: 1.92050 -3.94156 1.18998
C: 1.68424 -3.49708 -0.04828
S: 0.09840 -2.80696 -0.39906
N: 2.54568 -3.49538 -1.06584
H: 5.73084 -4.25450 -1.68589
H: 4.72676 -3.01373 -2.47741
H: 4.37240 -4.71737 -2.73196
H: 5.11389 -4.82133 0.62937
H: 3.35371 -4.76659 2.40670
N: -1.15684 -4.20648 2.37159
C: -0.58369 -3.63728 3.59199
P: -0.38058 -1.83532 3.44067
O: 1.05893 -1.41445 3.43205
O: -1.31779 -1.38788 2.31975
C: -0.96583 -1.09875 5.04975
N: 0.19599 -0.29640 5.55393
H: -1.08761 -5.21425 2.36495
H: -0.45534 -3.35001 0.71192
H: -2.12824 -3.94710 2.25046
H: 0.42922 -4.02177 3.71921
H: -1.16624 -3.85095 4.49540
H: -1.23078 -1.86896 5.76852
H: -1.82072 -0.44438 4.89332
H: 0.96078 -0.52641 4.85392
H: 0.47595 -0.53148 6.49812
H: 0.02933 0.72186 5.48239

LUMO energy: -0.0254 hartree
gap between HOMO and LUMO: 7.5 eV
relative energy (zero: lowest compared OMol25 entry of this formula, charge and spin): 1.4775 eV
DFT total energy: -336702.220 eV
2S+1: 1
largest force on an atom: 1.6 eV Å⁻¹

Here are the Löwdin charges for atoms 1 to 8, given in e: 1.03 0.83 -0.57 -0.17 -0.61 0.78 -0.18 -0.03



[4]
C36H34F7N5O5PSSr as an isolated structure. Source: the Open Molecules 2025 dataset; level of theory: ωB97M-V with the def2-TZVPD basis set.

Positions of all 90 atoms, in Å:
Sr: -0.90707 2.24875 0.87674
C: -3.83447 3.76076 -0.18194
C: -3.00341 3.77234 -1.43634
C: -2.76324 2.31089 -1.72029
C: -3.46191 1.59324 -0.83444
C: -4.11656 2.49764 0.14125
H: -4.11351 4.66032 0.34412
H: -3.52073 4.25323 -2.27076
H: -2.18319 1.94875 -2.55482
H: -3.51630 0.51574 -0.80244
H: -4.68234 2.15551 0.99360
O: -0.74158 4.16150 -3.34202
S: -0.48187 4.44762 -1.95875
O: -1.81401 4.57995 -1.14446
N: 0.32463 3.46175 -1.11749
C: 1.68673 3.20185 -1.33759
C: 2.43186 3.77222 -2.34271
C: 3.80735 3.50700 -2.48974
C: 4.44326 2.65087 -1.64320
C: 3.70663 2.01540 -0.61626
C: 4.30586 1.08924 0.26680
C: 3.55560 0.47288 1.22093
C: 2.18641 0.78904 1.29773
N: 1.59718 1.65337 0.51750
C: 2.32989 2.28260 -0.44816
C: 0.11867 6.09278 -1.80802
C: 0.25674 6.86232 -2.95473
C: 0.74576 8.15298 -2.82846
C: 1.07844 8.64904 -1.57435
C: 0.92970 7.86378 -0.43855
C: 0.45061 6.56854 -0.54752
H: 1.95751 4.43735 -3.05253
H: 4.34920 3.99220 -3.29094
H: 5.49930 2.43571 -1.74507
H: 5.36388 0.87874 0.16420
H: 3.98363 -0.24286 1.90818
H: 1.55807 0.30751 2.04136
H: -0.01378 6.45084 -3.91752
H: 0.86525 8.77084 -3.70836
H: 1.45787 9.65855 -1.48227
H: 1.18592 8.25067 0.53834
H: 0.34118 5.94536 0.32815
C: -3.17793 -5.44562 2.79614
C: -2.05710 -4.59813 3.38205
N: -1.73845 -3.44266 2.55530
C: -2.32101 -2.24744 2.86093
C: -2.14729 -1.10146 2.16641
C: -2.88604 0.12126 2.71557
O: -3.83016 -0.09612 3.47310
O: -2.51207 1.25938 2.28443
C: -1.30647 -1.13409 0.98501
O: -1.09259 -0.13068 0.23732
C: -0.72408 -2.39537 0.65346
C: 0.09995 -2.49205 -0.52168
C: 0.65338 -3.68491 -0.85698
F: 1.37435 -3.79479 -2.01325
C: 0.49891 -4.82349 -0.07264
C: -0.36380 -4.77378 1.06491
C: -0.94326 -3.56133 1.42949
N: 0.84174 -6.15430 -0.56783
C: -0.09660 -6.67090 -1.62245
C: 0.12360 -8.18669 -1.80199
N: 1.26513 -8.57507 -0.98151
C: 2.45822 -7.83893 -1.37611
C: 2.25520 -6.35089 -1.01484
H: -3.37667 -6.30949 3.43172
H: -2.92111 -5.79976 1.79727
H: -4.09239 -4.85657 2.72087
H: -1.14879 -5.18465 3.53091
H: -2.34638 -4.21884 4.36099
H: -2.96685 -2.23384 3.72905
H: 0.27174 -1.60976 -1.11984
H: -0.51288 -5.67191 1.64998
H: 0.12112 -6.10001 -2.52294
H: -1.10155 -6.42463 -1.28901
H: 0.27517 -8.40807 -2.86594
H: -0.75267 -8.73846 -1.46509
H: 1.41585 -9.57299 -1.00398
H: 0.73692 -6.79501 0.22214
H: 2.66864 -7.93218 -2.44941
H: 3.31445 -8.23598 -0.83445
H: 2.42225 -5.69374 -1.86093
H: 2.88633 -6.02276 -0.19232
F: -1.16102 4.57268 1.82137
P: -0.08200 4.75219 3.09549
F: 0.98174 4.86132 4.26932
F: -0.25296 6.33830 2.98261
F: -1.29484 4.62920 4.10904
F: 0.07347 3.10098 3.07905
F: 1.10567 4.79521 1.98010

LUMO energy (spin up / spin down): -0.0033 / -0.0040 hartree
gap between HOMO and LUMO (spin up / spin down): 4.8 / 7.5 eV
relative energy (zero: lowest compared OMol25 entry of this formula, charge and spin): 1.0614 eV
DFT total energy: -95561.107 eV
2S+1: 2
largest force on an atom: 0.7 eV Å⁻¹

Here are the Löwdin charges for atoms 1 to 8, given in e: 1.57 -0.02 -0.29 -0.07 -0.07 -0.05 0.13 0.17